Model w:
Density functional theory data (ωB97M-V/def2-TZVPD) for a structure of composition C39H36ClN3RhSi2.

Values from the calculation:
total charge: +1
LUMO energy (alpha / beta): -0.0829 / -0.1671 Eh
spin multiplicity: 5
expectation value of S²: 6.0159

Cartesian coordinates (Å):
Rh1 -0.34 0.40 -0.21
Cl1 -4.08 1.27 -0.52
Si1 -2.84 1.41 -2.16
Si2 -4.65 2.81 -4.12
N1 -1.22 -1.59 0.40
N2 -1.08 0.63 1.95
N3 -0.33 -1.51 2.58
C1 -0.48 4.25 -4.18
C2 -0.71 0.14 4.28
C3 -1.33 -3.54 1.80
C4 -5.32 5.02 -5.59
C5 0.77 0.97 -1.75
C6 -2.67 -1.78 -5.60
C7 -1.43 1.90 2.28
C8 -1.47 2.31 3.60
C9 -1.80 2.93 -2.56
C10 -5.46 6.89 -3.51
C11 -0.84 5.12 -1.96
C12 -0.30 5.27 -3.24
C13 -5.21 5.52 -3.22
C14 -1.24 -0.51 -4.07
C15 1.43 1.08 0.46
C16 1.12 -0.36 -1.32
C17 -6.39 0.64 -7.05
C18 -1.93 -4.24 0.77
C19 -1.08 1.43 4.61
C20 -1.75 -2.30 -0.63
C21 1.52 -0.30 0.06
C22 -8.26 1.44 -5.75
C23 -0.71 -0.22 2.93
C24 -2.18 -3.61 -0.45
C25 -7.77 0.75 -6.86
C26 -1.56 3.96 -1.62
C27 -3.80 -1.39 -4.87
C28 -1.41 -1.37 -5.16
C29 -5.59 7.32 -4.85
C30 -7.37 2.04 -4.85
C31 0.96 1.85 -0.64
C32 -0.95 -2.22 1.56
C33 -2.40 -0.06 -3.36
C34 -5.98 1.88 -4.99
C35 -5.53 1.14 -6.08
C36 -3.66 -0.56 -3.77
C37 -5.15 4.58 -4.26
C38 -5.58 6.38 -5.89
C39 -1.18 3.08 -3.82
H1 -1.65 2.58 1.45
H2 -9.34 1.54 -5.61
H3 -2.19 -5.28 0.91
H4 -1.84 3.84 -0.55
H5 0.03 -2.09 3.35
H6 -0.21 -0.28 -3.76
H7 -3.49 2.90 -5.01
H8 -2.82 -2.41 -6.47
H9 -1.85 -1.81 -1.60
H10 0.28 6.16 -3.50
H11 -5.04 5.16 -2.19
H12 -0.68 5.88 -1.21
H13 -5.77 6.72 -6.92
H14 -1.07 1.78 5.64
H15 -1.09 -3.96 2.78
H16 0.83 2.92 -0.68
H17 -4.53 -0.29 -3.16
H18 -5.19 4.29 -6.42
H19 -1.77 3.33 3.79
H20 1.72 1.49 1.43
H21 -0.40 -0.61 5.03
H22 1.17 -1.26 -1.92
H23 -1.11 2.22 -4.54
H24 1.91 -1.12 0.68
H25 -2.67 -4.12 -1.27
H26 -7.75 2.64 -4.03
H27 -5.54 7.61 -2.69
H28 0.42 1.24 -2.73
H29 -0.04 4.33 -5.17
H30 -8.44 0.28 -7.55
H31 -5.96 0.18 -7.95
H32 -4.26 2.35 -2.74
H33 -5.76 8.39 -5.07
H34 -4.45 0.97 -6.18
H35 -4.83 -1.70 -5.13
H36 -0.53 -1.76 -5.70

The Mulliken scheme yields these atomic charges, measured in e: Rh 0.114; Cl -0.426; Si -0.592; Si 0.493; N 0.713; N 0.563; N 0.074; C -0.873; C -0.864; C -0.925; C -0.333; C -0.533; C -0.695; C -0.073; C -0.747; C 1.565; C -0.583; C -0.656; C -0.658; C -0.238; C -0.333; C -0.482; C -0.538; C -0.821; C -0.506; C -0.527; C -0.384; C -0.447; C -0.655; C 0.574; C -1.065; C -0.442; C -0.717; C -0.970; C -0.742; C -0.419; C -0.410; C -0.815; C 0.561; C 1.709; C 0.583; C -0.130; C -0.691; C 0.400; C -0.660; C 0.064; H 0.155; H 0.385; H 0.431; H 0.046; H 0.320; H 0.269; H -0.044; H 0.422; H 0.497; H 0.415; H 0.325; H 0.495; H 0.358; H 0.417; H 0.367; H 0.571; H 0.571; H 0.248; H 0.452; H 0.511; H 0.341; H 0.514; H 0.262; H 0.415; H 0.521; H 0.407; H 0.366; H 0.762; H 0.457; H 0.417; H 0.365; H -0.195; H 0.362; H 0.429; H 0.493; H 0.410

***

Model x:
Density functional theory data (ωB97M-V/def2-TZVPD) for a structure of composition C39H36ClN3RhSi2.

Values from the calculation:
total charge: +1
LUMO energy (alpha / beta): -0.0927 / -0.1849 Eh
spin multiplicity: 5
expectation value of S²: 6.0226

Cartesian coordinates (Å):
Rh1 1.83 0.15 1.83
Cl1 -2.33 3.15 0.24
Si1 0.83 -1.45 -1.26
Si2 -2.39 1.53 -1.03
N1 1.51 3.00 3.69
N2 0.24 1.05 3.24
N3 1.79 2.61 1.41
C1 -4.36 -0.43 -0.40
C2 2.33 4.79 2.29
C3 3.00 0.10 3.46
C4 2.29 4.45 -0.07
C5 -0.71 0.19 3.66
C6 -2.41 -0.39 1.03
C7 3.58 -0.74 1.37
C8 -1.28 -3.33 -0.65
C9 -0.12 2.02 -2.59
C10 1.90 3.46 2.43
C11 -3.11 0.10 -0.07
C12 1.75 0.36 -1.27
C13 -2.88 -1.53 1.70
C14 -2.39 -4.10 -1.01
C15 0.35 2.22 3.87
C16 1.23 2.01 -3.00
C17 -0.59 1.24 -1.55
C18 0.36 0.43 -0.79
C19 1.13 -2.91 -5.77
C20 2.32 -1.16 3.28
C21 1.24 -3.33 -3.38
C22 -1.73 1.88 5.03
C23 2.13 1.15 -2.41
C24 -0.65 2.71 4.73
C25 1.93 3.14 0.18
C26 -4.12 -2.08 1.36
C27 1.15 -1.08 -4.18
C28 1.16 -3.81 -4.70
C29 1.17 -1.54 -5.51
C30 1.21 -1.96 -3.09
C31 3.79 0.35 2.28
C32 2.51 5.30 1.01
C33 -4.87 -1.51 0.32
C34 -1.81 -1.78 -2.41
C35 -0.94 -2.21 -1.40
C36 -3.22 -3.72 -2.07
C37 -2.93 -2.55 -2.76
C38 -1.74 0.59 4.50
C39 2.67 -1.67 1.99
H1 -2.52 -0.12 4.74
H2 3.16 1.02 -2.80
H3 1.68 -1.66 4.00
H4 4.03 -0.83 0.38
H5 -3.24 1.76 -2.12
H6 -0.82 2.68 -3.12
H7 -4.93 0.01 -1.22
H8 1.61 -2.27 -0.32
H9 4.45 1.21 2.14
H10 -4.08 -4.33 -2.35
H11 0.21 0.46 0.32
H12 1.03 -0.01 -4.04
H13 -0.53 3.72 5.10
H14 -3.59 -2.21 -3.56
H15 1.08 -4.88 -4.88
H16 2.40 4.77 -1.11
H17 -4.49 -2.94 1.91
H18 1.55 2.68 -3.80
H19 2.57 0.14 -0.57
H20 1.21 -4.05 -2.55
H21 2.45 5.38 3.20
H22 -1.61 -0.85 -2.95
H23 2.33 -2.61 1.57
H24 1.06 -3.26 -6.80
H25 -2.29 -1.98 2.50
H26 -1.52 0.12 1.38
H27 -0.66 -3.61 0.20
H28 2.82 6.34 0.85
H29 1.74 2.47 -0.64
H30 1.61 3.73 4.40
H31 -2.53 2.23 5.68
H32 1.16 -0.80 -6.32
H33 -2.63 -5.00 -0.44
H34 -0.65 -0.83 3.26
H35 2.96 0.73 4.35
H36 -5.84 -1.93 0.08

The Mulliken scheme yields these atomic charges, measured in e: Rh -0.147; Cl -0.317; Si 0.462; Si -0.135; N 0.111; N 1.000; N 0.857; C -0.468; C -1.053; C -0.446; C -1.039; C -0.573; C 0.716; C -1.088; C -0.076; C -0.486; C 0.410; C 0.997; C -0.499; C -0.517; C -0.665; C 0.145; C -1.197; C 0.478; C 3.931; C -0.512; C -0.469; C -0.870; C -0.676; C -0.440; C -0.925; C -0.956; C -0.857; C 0.217; C -0.707; C -0.891; C 1.022; C -0.262; C -0.700; C -0.663; C -0.171; C 0.755; C -0.648; C -0.934; C -0.763; C -0.481; H 0.442; H 0.219; H 0.589; H 0.656; H -0.172; H 0.489; H 0.343; H -0.521; H 0.455; H 0.417; H -1.247; H 0.144; H 0.458; H 0.459; H 0.408; H 0.513; H 0.417; H 0.510; H -1.011; H 0.328; H 0.386; H 0.450; H 0.522; H 0.379; H 0.393; H -0.635; H 0.341; H 0.438; H 1.213; H 0.340; H 0.430; H 0.389; H 0.411; H 0.760; H 0.416; H 0.401

***

Looking at the structures above, which would you pick as the most stable? I would pick model x.